Below is C43H58BCl3N10O3PS3W as an isolated structure at a distorted geometry, with properties calculated with ωB97M-V with the def2-TZVPD basis set.

Its spin multiplicity is 3. The gap between HOMO and LUMO (spin up / spin down) is 0.19923 / 0.18195 hartree. The calculation puts the LUMO energy (spin up / spin down) at -0.3152 / -0.3327 hartree. As for the charge: +3. For the highest occupied orbital energy (spin up / spin down), the calculation gives -14.00 / -14.01 eV. The largest force on an atom is 0.0695 Eh/bohr.

Structure (XYZ):
```
123
Properties=species:S:1:pos:R:3:mulliken_charge:R:1
C 0.216 -2.570 -4.904 -1.47
H 4.881 -2.414 1.632 0.67
C 3.162 4.975 3.082 -1.26
H -2.849 -4.726 1.577 0.63
C 0.879 -1.201 -5.056 1.06
H 3.834 0.805 -2.077 0.81
C -5.526 -2.257 2.364 -0.93
H -5.489 1.612 -3.811 0.52
N 2.213 1.631 0.202 0.48
H -0.891 5.311 0.772 0.28
S -0.476 -1.368 -2.005 0.18
H 4.365 3.234 4.878 0.53
H 2.364 -0.344 -6.417 0.48
H 1.911 -4.671 4.264 0.52
C 3.764 2.769 4.097 -1.90
C -3.261 -4.471 -0.951 -1.02
H 3.900 -5.428 3.184 0.46
N -1.054 3.107 -0.828 0.22
C 2.616 -3.936 2.371 1.10
H 0.492 4.278 1.124 -0.07
C 2.774 -0.150 -3.734 -1.20
C 2.929 2.585 -0.514 -1.11
C 0.269 4.646 -2.094 -0.84
C -1.797 -0.955 4.095 -0.34
H 2.747 2.690 4.465 0.37
B 1.623 0.332 -0.267 0.05
H 2.935 2.616 -1.586 0.92
O -4.286 0.477 2.071 0.09
C 3.929 -2.014 1.343 -0.65
C 5.333 3.847 2.510 -1.72
C -1.458 2.574 -1.975 0.04
P -3.374 -0.816 1.829 0.05
H 1.912 -5.902 1.850 0.54
H -5.481 -0.696 -2.917 0.66
H 0.331 4.359 -4.217 0.54
C -0.242 4.174 -0.886 0.68
C 2.353 1.923 1.553 0.24
N 3.211 2.973 1.653 0.84
H 0.902 5.522 -2.096 0.46
H -0.544 -0.317 -6.419 0.62
H 3.228 5.613 2.199 0.32
N -1.581 1.119 1.576 0.76
C -2.702 -3.495 -0.130 0.67
H -1.518 -1.916 4.519 0.34
C -3.496 -1.842 -1.542 1.41
H -5.861 1.657 1.571 0.39
H -0.969 -0.106 -4.714 0.01
H -4.336 -4.875 -2.763 0.53
H 2.752 -1.983 -5.835 0.49
Cl -0.999 3.432 4.241 -0.02
H 0.698 5.767 0.167 0.43
H 5.860 4.160 3.408 0.47
H -5.774 -3.298 2.180 0.29
S 0.059 -2.044 1.452 0.47
H -2.079 -3.182 1.916 0.05
C -2.418 2.778 3.406 0.62
H -1.199 -4.452 1.060 0.13
O -2.995 -1.165 3.317 -0.36
H -6.384 -1.629 2.135 0.27
C 0.043 4.924 0.370 -0.96
N 2.282 -0.799 0.532 0.39
H -2.021 -0.258 4.898 0.39
C -4.685 -0.013 -2.665 -1.37
C 3.853 3.633 2.845 1.06
H 4.526 -3.803 3.422 0.48
W -1.429 -0.437 0.251 0.99
H -5.592 0.316 0.438 0.28
H 4.181 4.229 0.185 0.68
H -0.616 -2.556 -4.210 0.21
H 2.198 -2.929 4.245 0.39
C 1.952 -4.913 1.397 -0.86
C -1.982 1.819 2.398 -0.43
H 4.153 1.767 3.920 0.39
C 3.533 3.391 0.369 -1.20
H 0.757 -3.603 3.467 0.21
C 0.983 -0.632 -2.545 -0.20
H 0.289 0.296 -0.039 -0.04
H 0.940 -3.316 -4.576 0.40
H -1.317 2.486 -4.119 0.72
H -5.232 -2.122 3.400 0.35
C -4.688 1.264 -3.174 -1.55
C -3.653 -0.418 -1.836 0.12
H 4.627 -4.591 1.826 0.52
C 2.966 0.329 -2.493 -1.16
H 2.114 4.834 3.349 0.14
C -3.588 2.049 -2.918 -0.73
H 2.533 -4.983 0.476 0.38
H 5.792 2.923 2.155 0.35
H -3.170 -5.507 -0.657 0.62
H -0.171 -2.875 -5.875 0.51
N -2.703 0.435 -1.353 1.87
H 0.337 0.861 -5.444 0.34
N 2.733 -2.609 1.678 0.65
H 4.320 -0.169 0.214 0.63
S 1.436 1.125 2.724 -0.51
C 1.948 -1.312 -6.140 -2.12
H 3.654 5.490 3.907 0.48
C -0.141 -0.120 -5.427 -1.20
H -4.638 -2.464 -3.246 0.55
H 5.479 4.628 1.764 0.45
C 4.009 -4.453 2.714 -2.21
Cl -3.478 2.025 4.615 -0.01
C 3.653 -0.899 0.637 -1.23
H -4.504 1.739 0.426 0.17
N 1.829 0.053 -1.751 0.77
C 1.813 -3.768 3.663 -1.42
C -5.104 1.074 1.052 -0.66
H -0.976 -0.566 3.496 -0.05
C -0.974 2.974 -3.217 -0.50
O -4.427 -1.939 1.462 -0.13
C -2.168 -3.972 1.181 -1.73
Cl -3.330 4.081 2.595 -0.05
C -4.086 -2.776 -2.374 -0.95
C -0.063 4.015 -3.270 -1.17
H -3.482 3.011 -3.397 0.70
C -3.920 -4.123 -2.106 -1.36
H 3.438 -0.114 -4.576 0.61
C -2.610 1.633 -2.019 -0.32
N 1.530 -0.750 -3.775 0.68
H 1.493 -1.733 -7.034 0.45
C 1.742 -1.835 1.181 -0.52
N -2.725 -2.188 -0.490 1.16
H 0.938 -4.603 1.152 -0.22
```

---

Below is a 10-piece molecular cluster, C31H89N7O10 overall at a distorted geometry, with properties calculated with ωB97M-V with the def2-TZVPD basis set.

The gap between HOMO and LUMO is 0.34086 hartree. The calculation puts the LUMO energy at 0.0122 hartree. Its relative energy (zero: lowest compared OMol25 entry of this formula, charge and spin) is 635.8 kJ/mol. As for the charge: 0. For the highest occupied orbital energy, the calculation gives -8.94 eV. The largest force on an atom is 0.0677 Eh/bohr. As for the SMILES: COC[C@H](C)N.COC[C@H](C)N.COC[C@H](C)N.COC[C@H](C)N.COC[C@H](C)N.COC[C@H](C)N.COC[C@H](C)N.CO.CO.CO.

Structure (XYZ):
```
137
Properties=species:S:1:pos:R:3:mulliken_charge:R:1
H -1.805 -1.633 6.611 0.22
N -9.003 -4.356 -0.593 -0.74
H -2.939 -2.564 7.655 0.24
H 1.517 5.748 -5.543 0.21
O 7.931 -5.999 4.365 -0.37
O -2.813 -3.161 5.630 -0.50
H 7.524 -3.381 4.079 0.16
H -4.561 9.375 0.393 0.36
H -4.693 0.055 0.455 0.41
O 0.453 7.501 -5.462 -0.51
H 9.148 -4.461 2.574 0.25
C 6.833 3.267 -1.312 -1.45
H -0.651 3.355 -0.380 0.27
H -4.037 -7.351 -7.102 0.38
H 0.216 7.839 -6.328 0.31
H 6.524 -6.041 2.911 0.35
O 6.880 6.732 0.235 -0.31
C 7.024 4.824 -1.191 0.53
C 8.594 -5.349 5.411 -0.66
H -0.453 -7.238 -8.939 0.31
H 6.343 5.399 -1.819 0.24
H -5.337 7.902 1.937 0.31
H -3.836 10.409 -3.100 0.26
N -1.228 -7.883 -8.881 -0.75
H 5.867 -3.328 1.608 0.39
H -9.586 -3.387 -2.128 0.22
H -4.740 8.685 -3.945 0.47
H -1.403 -8.121 -9.847 0.22
H 8.743 -2.972 2.187 0.24
C 6.932 -5.352 3.651 -0.72
H 6.908 2.128 9.881 0.42
H 7.521 4.891 0.964 0.34
H -2.236 -5.588 -6.598 0.41
H -2.374 -7.462 -1.289 0.18
N 6.647 0.916 7.601 -0.73
H 0.280 -7.544 -1.797 0.29
C -3.751 0.567 0.649 -1.24
C -5.429 7.166 1.138 -0.78
C 6.212 2.580 9.174 -1.47
H -11.525 -4.777 -1.277 0.31
H 7.402 0.789 8.260 0.28
H -2.855 -8.632 -6.997 0.33
O 3.310 2.508 8.005 -0.31
H -3.628 0.476 1.728 0.29
C -10.849 -5.187 -2.027 -0.54
H -3.565 8.111 -0.350 0.29
H 7.240 8.330 1.361 0.27
N 8.424 4.989 -1.628 -0.66
C -11.883 -3.742 -3.573 -0.70
H -1.711 -3.265 -7.158 0.30
H 7.606 6.918 2.228 0.32
O -0.990 1.445 0.514 -0.35
H 5.871 4.847 0.586 0.37
H -11.363 -2.942 -3.046 0.28
H -9.353 -3.519 -0.150 0.24
C -3.273 -7.882 -7.669 -1.45
H 6.855 3.149 -2.395 0.38
H -1.653 -8.839 -2.149 0.24
H -2.116 -2.262 0.023 0.25
H 4.964 2.725 6.647 0.34
H 2.221 7.029 -4.512 0.17
H -12.917 -3.734 -3.227 0.27
C 6.807 5.291 0.245 -0.77
H -0.498 -0.323 -0.477 0.38
H -3.600 -3.683 5.803 0.31
N -2.945 -1.734 0.256 -0.65
H -0.151 2.008 -1.272 0.32
C 7.265 -3.953 3.188 0.83
H -0.850 -0.462 1.175 0.37
N 8.364 -3.906 2.261 -0.73
H 7.848 -4.812 5.998 0.33
C 6.874 7.317 1.526 -0.75
N -3.546 10.003 -2.222 -0.76
H -5.453 10.064 -1.716 0.24
C -4.698 9.281 -1.789 0.39
H 5.285 -3.143 3.255 0.36
C -4.984 8.237 -2.982 -1.39
H 7.637 2.621 -0.958 0.37
C -4.520 8.632 -0.404 -0.60
C -8.306 -5.076 -2.823 -1.36
C -1.484 -5.995 -7.275 -0.83
H 9.094 -6.124 5.992 0.22
O -0.919 -4.924 -8.004 -0.33
H 9.030 4.201 -1.448 0.23
H -4.596 6.481 1.295 0.31
H 2.898 3.923 6.633 0.32
H -6.034 7.950 -2.922 0.31
H -8.616 -5.082 -3.869 0.34
C -2.219 -6.934 -8.234 0.69
H -2.788 -6.323 -8.936 0.17
H -1.845 2.333 -1.305 0.29
H 2.068 2.408 6.269 0.28
H 9.332 -4.686 4.959 0.22
H 6.676 3.346 8.553 0.37
H -3.900 1.588 0.298 0.32
C -2.274 -2.600 6.793 -0.52
H -2.779 -0.146 -1.088 0.21
H 6.106 -5.264 4.356 0.36
H 4.185 1.185 6.751 0.39
C 4.494 2.040 7.352 -0.78
O -0.565 -7.104 -1.675 -0.49
H 8.782 5.806 -1.154 0.24
H -8.076 -6.007 -2.306 0.38
C -2.634 -0.370 -0.031 0.36
C 1.670 6.821 -5.429 -0.41
C -9.445 -4.451 -1.940 0.47
C 5.551 1.549 8.342 0.47
H -8.003 -4.220 -0.618 0.26
C -0.976 2.350 -0.647 -0.76
C 2.413 3.053 7.076 -0.71
H -1.282 -8.580 -0.391 0.25
H 5.015 0.762 8.872 0.25
H -3.102 -1.858 1.246 0.27
H -12.048 -3.352 -4.578 0.30
H -6.302 6.581 1.426 0.27
H 1.633 3.353 7.777 0.24
H -3.825 -8.384 -8.463 0.34
O -5.463 7.656 -0.181 -0.30
H 2.133 7.159 -6.356 0.22
H -1.408 -3.116 7.208 0.25
H -0.220 -3.034 -7.978 0.27
H -0.202 -3.815 -6.346 0.30
H -4.366 7.340 -2.933 0.34
C -1.501 -8.112 -1.351 -0.46
H 6.450 -1.993 2.500 0.35
H 5.522 3.141 9.804 0.33
H 5.907 2.888 -0.880 0.36
H -10.776 -6.265 -1.878 0.28
C -0.728 -3.715 -7.296 -0.73
O -11.377 -5.029 -3.362 -0.35
H -7.492 -4.355 -2.754 0.34
H 5.903 7.263 2.017 0.28
H -0.803 -6.429 -6.543 0.39
C 6.163 -3.038 2.617 -1.58
H 7.095 1.686 7.125 0.29
H -2.850 9.320 -2.483 0.28
C -1.188 0.056 0.277 -0.75
```